[1]
Here is the molecule C5H6O in a non-equilibrium geometry from the Open Molecules 2025 dataset. Energies are from ωB97M-V with the def2-TZVPD basis set.

```
! RIJCOSX wB97M-V def2-TZVPD def2/J DEFGRID3
* xyz 0 1
H 3.551 -0.307 0.809
H 0.160 -0.302 -1.717
C 2.773 -0.685 0.148
C 1.861 -0.191 -0.482
C 0.635 0.161 -0.818
O 0.091 1.478 -0.450
C -0.379 0.360 0.244
C -1.916 -0.085 0.174
H -2.445 -0.248 -0.753
H -1.897 -0.985 0.662
H -2.331 0.596 0.849
H -0.103 0.208 1.333
*
```

The HOMO-LUMO gap is 0.3819 hartree. The calculation puts the lowest unoccupied orbital energy at 0.800 eV. As for the energy above the lowest of the compared OMol25 structures with the same formula, charge and spin: 99.58 kcal per mole. Its molar mass is 82.102 g/mol. The calculation puts the max |F| at 7.29 eV/Å. The value obtained for the highest occupied orbital energy is -9.59 eV. As for the SMILES: C#C[C@@H]1O[C@H]1C.

[2]
Here is the molecule C5H6O from the Open Molecules 2025 dataset. Energies are from ωB97M-V with the def2-TZVPD basis set.

```
! RIJCOSX wB97M-V def2-TZVPD def2/J DEFGRID3
* xyz 0 1
C 0.369 0.328 0.433
H 1.046 -1.589 -0.244
H 2.527 0.506 0.524
C -0.550 -0.861 -0.009
C -2.091 0.666 -0.174
H 1.833 0.209 -1.158
H -0.550 1.143 0.133
H -2.734 1.473 -0.484
C 1.675 0.208 -0.079
C -1.925 -0.598 -0.101
H 0.332 0.428 1.524
O 0.068 -1.913 -0.365
*
```

The HOMO-LUMO gap (spin up / spin down) is 0.2525 / 0.2524 hartree. The calculation puts the lowest unoccupied orbital energy (spin up / spin down) at -0.688 / -0.689 eV. As for the energy above the lowest of the compared OMol25 structures with the same formula, charge and spin: 152.32 kcal per mole. Its molar mass is 82.102 g/mol. The calculation puts the max |F| at 0.56 eV/Å. The value obtained for the highest occupied orbital energy (spin up / spin down) is -7.56 / -7.56 eV.

[3]
Here is a structure of composition C5H6O from the Open Molecules 2025 dataset. Energies are from ωB97M-V with the def2-TZVPD basis set.

```
! RIJCOSX wB97M-V def2-TZVPD def2/J DEFGRID3
* xyz 0 1
H -2.161 1.812 1.037
H 1.844 -1.184 -0.706
C -0.843 0.748 -0.067
H 1.633 -0.165 -2.241
C -0.052 -0.068 -0.828
C -1.804 1.641 0.014
H 0.928 0.346 1.450
C 1.192 -0.587 -1.341
O -0.147 -1.181 -1.538
H 0.126 -1.227 1.093
H -0.770 0.030 1.946
C -0.011 -0.143 1.183
*
```

The HOMO-LUMO gap is 0.2927 hartree. The calculation puts the lowest unoccupied orbital energy at 0.438 eV. As for the energy above the lowest of the compared OMol25 structures with the same formula, charge and spin: 153.18 kcal per mole. Its molar mass is 82.102 g/mol. The calculation puts the max |F| at 0.43 eV/Å. The value obtained for the highest occupied orbital energy is -7.53 eV.

[4]
Here is the molecule C5H6O in a non-equilibrium geometry from the Open Molecules 2025 dataset. Energies are from ωB97M-V with the def2-TZVPD basis set.

```
! RIJCOSX wB97M-V def2-TZVPD def2/J DEFGRID3
* xyz 0 1
C 1.704 -0.629 0.364
C -1.483 1.353 0.397
C 0.278 -0.192 0.187
C -0.387 0.762 0.841
H -0.331 -1.582 -1.474
C -0.636 -0.728 -0.857
H -2.524 1.382 0.680
O -1.745 -0.256 -1.067
H -1.122 2.086 -0.311
H 1.883 -0.969 1.387
H 2.388 0.208 0.176
H 1.975 -1.437 -0.324
*
```

The HOMO-LUMO gap is 0.3595 hartree. The calculation puts the lowest unoccupied orbital energy at 0.452 eV. As for the energy above the lowest of the compared OMol25 structures with the same formula, charge and spin: 67.71 kcal per mole. Its molar mass is 82.102 g/mol. The calculation puts the max |F| at 1.08 eV/Å. The value obtained for the highest occupied orbital energy is -9.33 eV. As for the SMILES: C=C=C(C)C=O.

[5]
Here is the molecule C5H6O in a non-equilibrium geometry from the Open Molecules 2025 dataset. Energies are from ωB97M-V with the def2-TZVPD basis set.

```
! RIJCOSX wB97M-V def2-TZVPD def2/J DEFGRID3
* xyz 0 1
H 0.085 -1.893 -0.382
H 1.637 -1.338 0.327
C -0.320 2.416 -0.589
C 0.578 -1.456 0.582
C -0.785 1.445 -1.144
C -0.608 0.030 -0.891
H -1.079 -0.214 1.220
C -0.185 -0.154 0.583
O -0.617 -0.863 -1.705
H 0.503 -2.006 1.536
H 0.283 0.818 0.827
H 0.133 3.283 -0.185
*
```

The HOMO-LUMO gap is 0.3860 hartree. The calculation puts the lowest unoccupied orbital energy at 0.257 eV. As for the energy above the lowest of the compared OMol25 structures with the same formula, charge and spin: 71.54 kcal per mole. Its molar mass is 82.102 g/mol. The calculation puts the max |F| at 2.71 eV/Å. The value obtained for the highest occupied orbital energy is -10.25 eV. As for the SMILES: C#CC(=O)CC.

[6]
Here is the molecule C5H6O in a non-equilibrium geometry from the Open Molecules 2025 dataset. Energies are from ωB97M-V with the def2-TZVPD basis set.

```
! RIJCOSX wB97M-V def2-TZVPD def2/J DEFGRID3
* xyz 0 1
C -1.109 -0.725 -0.519
H -0.991 1.488 1.290
H -1.130 -0.889 -1.615
H 3.377 -0.970 0.462
C 0.127 0.013 0.103
O -1.966 0.367 -0.178
C -0.874 1.189 0.241
C 1.514 -0.140 -0.280
H -0.771 2.074 -0.391
H -1.399 -1.655 -0.024
H 0.565 -0.224 1.107
C 2.658 -0.528 -0.194
*
```

The HOMO-LUMO gap is 0.3817 hartree. The calculation puts the lowest unoccupied orbital energy at 0.804 eV. As for the energy above the lowest of the compared OMol25 structures with the same formula, charge and spin: 96.75 kcal per mole. Its molar mass is 82.102 g/mol. The calculation puts the max |F| at 2.31 eV/Å. The value obtained for the highest occupied orbital energy is -9.58 eV. As for the SMILES: C#CC1COC1.

[7]
Here is the molecule C5H6O2 from the Open Molecules 2025 dataset. Energies are from ωB97M-V with the def2-TZVPD basis set.

```
! RIJCOSX wB97M-V def2-TZVPD def2/J DEFGRID3
* xyz 0 1
C 1.500 -1.794 0.582
H 2.445 0.085 1.041
H -2.437 -0.253 -1.101
H 1.208 -0.437 2.214
O 1.147 -2.769 1.192
C -1.553 1.465 -1.001
H 1.860 -1.864 -0.464
H -2.222 2.011 -0.318
C 1.457 -0.380 1.149
C 0.450 0.378 0.401
C -0.422 0.915 -0.235
H -1.191 2.182 -1.742
O -2.242 0.463 -1.719
*
```

The HOMO-LUMO gap is 0.3925 hartree. The calculation puts the lowest unoccupied orbital energy at 0.779 eV. As for the energy above the lowest of the compared OMol25 structures with the same formula, charge and spin: 55.38 kcal per mole. Its molar mass is 98.101 g/mol. The calculation puts the max |F| at 0.55 eV/Å. The value obtained for the highest occupied orbital energy is -9.90 eV. As for the SMILES: O=CCC#CCO.

[8]
Here is the molecule C5H6O2 from the Open Molecules 2025 dataset. Energies are from ωB97M-V with the def2-TZVPD basis set.

```
! RIJCOSX wB97M-V def2-TZVPD def2/J DEFGRID3
* xyz 0 1
H -2.128 -0.993 -2.788
H 0.114 0.290 2.281
H 0.319 2.187 0.233
H -1.171 1.293 0.538
O 0.801 -1.449 1.570
C -0.552 -0.267 -1.321
C 0.437 0.091 -0.298
H 1.099 -2.013 -0.338
H 1.360 0.412 -0.805
C 0.811 -1.224 0.384
O 0.345 1.172 1.955
C -0.076 1.243 0.622
C -1.391 -0.653 -2.093
*
```

The HOMO-LUMO gap is 0.3959 hartree. The calculation puts the lowest unoccupied orbital energy at 0.770 eV. As for the energy above the lowest of the compared OMol25 structures with the same formula, charge and spin: 60.46 kcal per mole. Its molar mass is 98.101 g/mol. The calculation puts the max |F| at 0.59 eV/Å. The value obtained for the highest occupied orbital energy is -10.00 eV. As for the SMILES: C#C[C@H](C=O)CO.